(1)
{"formula": "C12H27Cl2CrN2P", "method": "wB97M-V/def2-TZVPD", "symbols": ["C", "C", "C", "H", "H", "H", "C", "H", "H", "C", "H", "C", "H", "H", "H", "H", "H", "H", "C", "Cl", "H", "H", "H", "N", "Cr", "C", "H", "H", "H", "P", "C", "H", "C", "H", "H", "C", "H", "N", "H", "H", "H", "C", "H", "H", "Cl"], "positions_angstrom": [[1.8966, -0.4164, -2.3551], [0.1320, 2.0212, -3.9089], [0.2662, 1.8610, -2.3920], [1.2851, 2.2052, -2.1311], [-0.7768, -1.7005, 8.7902], [1.9382, -2.4100, -1.4814], [-0.9151, -2.2217, -2.5518], [-2.4102, 0.8304, -3.2492], [0.1355, 3.0937, -4.1272], [-0.6870, -1.0730, 7.9126], [-2.9701, -0.8297, -3.3545], [-0.2421, -1.3358, 6.6483], [-0.1587, 1.5418, 4.0639], [-1.1968, -2.4155, -1.5133], [0.1073, -2.2631, 6.2534], [0.0346, -2.7187, -2.7585], [-0.4523, -0.5259, -3.7983], [2.4608, -1.1168, -0.3780], [-0.7508, 2.7338, -1.6524], [-1.7185, -1.3573, 3.4487], [1.6673, -0.1603, -4.5509], [-1.7773, 2.4670, -1.9260], [3.0385, -1.1022, -4.0218], [-0.3489, -0.1640, 5.8836], [0.0388, 0.0150, 3.8389], [1.9847, -0.8949, -3.8094], [2.5009, 0.5077, -2.2893], [-0.5950, 3.7830, -1.9212], [-1.0694, 1.8265, 6.4747], [0.2411, 0.1379, -1.5937], [-0.8910, -0.7133, -2.8071], [1.4456, -1.8286, -3.9893], [-0.8387, 0.7897, 6.6888], [-0.8053, 1.6285, -4.3115], [1.4078, 0.3265, 4.3756], [-2.3154, -0.1555, -2.7907], [3.5323, -1.6657, -1.6906], [-1.0617, 0.2763, 7.9308], [-1.4407, 0.7781, 8.7161], [-2.6908, -0.1087, -1.7650], [0.9628, 1.5990, -4.4755], [2.4916, -1.4665, -1.4133], [-0.6327, 2.6281, -0.5712], [-1.6699, -2.6868, -3.1963], [0.8477, 0.2805, 1.7491]], "forces_ev_per_angstrom": [[-0.134, 0.114, 0.359], [-0.010, 0.308, 0.022], [0.127, -0.215, 0.413], [-0.422, 0.047, 0.071], [0.025, 0.163, -0.206], [0.046, 0.109, 0.074], [-0.280, 0.048, 0.030], [0.114, -0.041, 0.160], [-0.038, 0.063, -0.067], [-0.082, 0.548, -0.006], [-0.030, 0.037, 0.046], [-0.729, 1.838, 0.361], [-0.205, 0.805, 0.200], [0.058, -0.100, -0.017], [0.108, -0.169, -0.312], [-0.023, 0.128, 0.144], [-0.293, -0.180, 0.092], [-0.030, -0.122, -0.061], [0.169, 0.169, -0.104], [-0.952, -0.880, -0.200], [-0.088, -0.128, 0.149], [0.123, 0.031, 0.108], [0.035, -0.061, -0.030], [-0.699, 0.335, 1.546], [-0.360, 0.141, -0.243], [0.264, -0.031, 0.030], [-0.074, -0.383, 0.116], [-0.103, 0.068, 0.046], [0.226, -0.369, -0.401], [0.228, 0.231, -1.550], [0.197, 0.066, -0.512], [-0.023, 0.118, 0.052], [0.424, -1.621, -0.220], [0.108, -0.050, 0.076], [1.710, 0.242, 0.611], [-0.056, -0.266, 0.087], [0.013, -0.102, 0.059], [0.364, -0.861, -0.338], [0.073, -0.079, -0.125], [-0.077, 0.068, -0.030], [-0.109, -0.045, 0.143], [0.253, 0.112, -0.097], [-0.087, 0.006, -0.079], [0.038, -0.038, 0.042], [0.200, -0.052, -0.440]], "spin_multiplicity": 4, "e_tot_ha": -2889.204020, "e_above_lowest_kcal_mol": 0.0, "charge": -1, "homo_ev": [-3.7, -4.3], "gap_ev": [6.44, 7.05]}

***

(2)
{"formula": "C12H27ClIN2OP2Tc", "method": "wB97M-V/def2-TZVPD", "symbols": ["H", "C", "C", "H", "I", "H", "C", "H", "H", "O", "C", "Cl", "C", "H", "H", "H", "H", "H", "H", "P", "H", "H", "C", "N", "C", "H", "H", "H", "H", "Tc", "H", "H", "H", "C", "H", "C", "C", "C", "H", "H", "H", "H", "N", "P", "H", "C", "H"], "positions_angstrom": [[-0.8956, 0.6193, -5.6317], [0.0055, 0.7811, -3.7137], [-2.9033, 0.5076, -1.7503], [2.5177, 1.4275, -2.1108], [-0.0106, -1.3516, -3.1397], [-0.0211, -3.2311, 1.7319], [2.7032, 1.3756, 0.8973], [-4.1418, -1.1773, 0.0513], [3.1082, -1.3541, 1.5115], [0.0114, 1.6278, -2.8370], [0.0094, 1.2995, 2.7363], [-0.0245, -3.0995, -0.6354], [3.0996, -1.3588, 0.4160], [-3.9809, 0.5926, -1.5636], [-2.7155, -0.2584, -2.5112], [2.0607, 2.2600, 0.8230], [0.8990, 1.6337, 3.2864], [3.7190, 1.6630, 0.5907], [-3.6934, 1.7201, 0.5899], [2.0685, 0.0342, -0.1927], [-0.0181, -2.9001, 4.4449], [-2.7275, 1.0986, 1.9466], [-0.0136, -2.1732, 3.6603], [-0.0045, -0.8173, 3.8891], [-2.6826, 1.4169, 0.8976], [-3.1257, -1.3060, 1.5170], [0.0128, 1.7344, 1.7355], [3.9865, 0.5383, -1.5666], [2.7421, 1.0557, 1.9460], [-0.0058, -0.7294, -0.5042], [-0.0010, -0.3372, 4.7848], [4.1238, -1.2382, 0.0445], [0.0157, 2.1069, -5.3415], [-3.1189, -1.3124, 0.4215], [-0.8761, 1.6457, 3.2856], [-0.0005, -0.1714, 2.7027], [-0.0149, -2.3264, 2.3106], [2.9077, 0.4683, -1.7523], [2.6775, -2.3050, 0.0631], [-2.7112, -2.2652, 0.0693], [2.7086, -0.2938, -2.5142], [-2.0260, 2.2908, 0.8232], [-0.0069, -1.0593, 1.7028], [-2.0684, 0.0646, -0.1908], [-2.5006, 1.4608, -2.1108], [0.0078, 1.0369, -5.1810], [0.9048, 0.6058, -5.6317]], "forces_ev_per_angstrom": [[0.123, -0.209, -0.082], [0.026, 3.674, 1.144], [0.728, 0.024, -0.699], [0.204, -0.111, 0.051], [0.003, 0.388, -0.114], [0.000, 0.033, 0.196], [-0.862, 0.368, 0.294], [0.269, 0.144, -0.079], [-0.102, -0.041, -0.210], [-0.023, -3.076, -1.738], [0.003, 0.519, -0.209], [0.005, 0.766, -0.061], [-0.894, -0.704, 0.140], [0.274, -0.025, 0.102], [-0.269, 0.161, 0.155], [0.246, -0.046, 0.004], [-0.250, 0.107, -0.181], [-0.280, -0.316, -0.164], [0.276, -0.320, -0.163], [5.051, 2.329, 0.785], [-0.001, -0.197, 0.201], [0.079, -0.027, -0.316], [0.002, 0.144, -0.698], [0.000, 0.093, -0.936], [0.868, 0.356, 0.292], [0.100, -0.043, -0.211], [0.000, 0.044, 0.192], [-0.274, -0.022, 0.102], [-0.078, -0.024, -0.314], [-0.042, -5.573, 1.071], [-0.002, -0.251, -0.090], [-0.266, 0.148, -0.079], [0.002, 0.266, 0.063], [0.885, -0.716, 0.139], [0.251, 0.104, -0.181], [-0.001, -0.132, 1.360], [-0.002, -0.124, 0.276], [-0.726, 0.035, -0.697], [0.369, -0.013, 0.111], [-0.369, -0.006, 0.113], [0.272, 0.156, 0.155], [-0.247, -0.042, 0.004], [0.003, 0.283, -0.632], [-5.018, 2.397, 0.791], [-0.204, -0.109, 0.051], [-0.002, -0.207, 0.140], [-0.127, -0.207, -0.081]], "spin_multiplicity": 4, "e_tot_ha": -2178.549255, "e_above_lowest_kcal_mol": 0.0, "charge": 3, "homo_ev": [-18.7, -18.7], "gap_ev": [6.06, 5.79]}

***

(3)
{"formula": "C12H27ClIO5P2Tc", "method": "wB97M-V/def2-TZVPD", "symbols": ["H", "H", "H", "H", "C", "H", "P", "O", "C", "H", "H", "H", "H", "C", "H", "H", "C", "H", "C", "C", "I", "C", "O", "H", "H", "H", "H", "O", "H", "H", "H", "Tc", "C", "H", "H", "C", "H", "O", "Cl", "H", "C", "H", "C", "H", "H", "H", "O", "P", "C"], "positions_angstrom": [[1.7593, 1.8336, 3.1455], [0.5862, 0.3674, -3.7851], [-4.2358, 3.4564, -5.5587], [3.1541, 0.6512, -2.3875], [-4.0144, 2.5383, -6.1319], [0.4533, -3.0845, -1.9135], [1.3761, -0.8862, -1.9005], [-0.1254, 1.4650, 1.1252], [0.5210, -2.8767, 3.0507], [0.4020, 1.1633, 5.2308], [-2.6302, 3.3085, 2.3448], [3.5562, -1.0342, -2.8599], [0.2580, -0.4687, 4.5507], [1.4292, -2.6724, -1.6328], [1.3780, -1.1836, -4.2749], [-0.3156, -2.2454, 3.3932], [0.3984, 0.5861, 4.2883], [0.1514, -3.8552, 2.7775], [0.7014, -0.6987, -3.5615], [1.7179, 0.8331, 3.5890], [-2.3643, 1.4579, -3.6039], [-2.1768, 2.4349, 1.8646], [-2.2151, -1.2970, -0.4318], [-2.6924, 2.2596, 0.9166], [1.6058, -2.9062, -0.5753], [-3.0839, 2.6707, -6.7132], [-4.8500, 2.3145, -6.8164], [2.0135, -0.1085, 2.4948], [2.3907, -3.6207, 3.8236], [2.0125, -1.9629, 4.3411], [3.6466, -0.5131, -1.1352], [0.2910, 0.4672, -0.4308], [-3.8846, 1.3523, -5.1960], [-0.4446, 0.9272, 3.6824], [-0.1439, 2.9605, 2.4749], [-0.7100, 2.6878, 1.5709], [-0.2939, -1.1560, -3.5828], [0.9549, -2.3225, 1.7388], [0.1969, 2.3247, -1.8666], [2.2148, -3.1021, -2.2666], [3.1139, -0.3990, -2.0851], [-0.5520, 3.4513, 0.7951], [1.5862, -2.9330, 4.1027], [1.1346, -3.3189, 5.0195], [2.5571, 0.7085, 4.2773], [-2.2952, 1.5487, 2.4938], [-4.5160, 0.3187, -5.1860], [1.2270, -0.8043, 1.3053], [-1.2435, -0.6378, -0.5011]], "forces_ev_per_angstrom": [[0.111, -0.270, 0.099], [0.247, -0.280, -0.109], [0.219, -0.438, -0.067], [0.137, -0.101, -0.030], [-0.254, -0.103, -0.133], [0.189, -0.106, 0.057], [1.870, -1.630, -2.325], [0.267, -0.114, -0.158], [-0.555, 0.113, 1.271], [0.016, -0.214, -0.423], [0.143, -0.198, -0.024], [0.055, 0.128, 0.161], [0.097, 0.268, 0.056], [-0.306, -0.024, 0.265], [-0.228, 0.063, 0.050], [0.215, -0.265, -0.404], [-0.014, -0.133, -0.023], [-0.039, -0.120, -0.094], [-0.377, 0.154, -0.103], [0.103, 1.135, 0.919], [-0.033, -0.131, 0.193], [-0.084, 0.001, -0.336], [4.135, 2.880, -0.519], [-0.108, -0.001, 0.114], [0.115, -0.147, -0.365], [-0.243, -0.127, 0.412], [0.330, 0.066, 0.277], [-1.814, -1.744, -2.809], [-0.096, 0.144, 0.058], [0.015, 0.056, -0.034], [0.087, -0.048, -0.220], [-0.236, 2.697, 1.237], [-2.719, -2.078, -1.524], [0.048, -0.091, 0.094], [-0.321, 0.123, -0.236], [0.298, 0.481, 0.622], [0.206, -0.076, -0.191], [0.460, 3.355, -1.995], [-0.343, -0.789, 0.265], [-0.206, 0.016, 0.189], [-0.183, 0.282, 0.278], [-0.091, -0.208, 0.146], [0.576, -0.340, -0.142], [-0.080, -0.045, -0.090], [-0.041, -0.062, -0.280], [-0.072, 0.225, 0.055], [2.523, 3.049, 0.697], [0.575, -1.921, 4.532], [-4.594, -3.433, 0.584]], "spin_multiplicity": 4, "e_tot_ha": -2369.932533, "e_above_lowest_kcal_mol": 0.0, "charge": 3, "homo_ev": [-19.3, -19.4], "gap_ev": [7.40, 6.11]}

***

(4)
{"formula": "C12H27ClN4O2", "method": "wB97M-V/def2-TZVPD", "symbols": ["H", "H", "N", "H", "H", "H", "H", "C", "O", "H", "H", "C", "H", "C", "C", "C", "H", "C", "H", "Cl", "C", "H", "H", "H", "H", "H", "H", "C", "H", "H", "H", "H", "C", "O", "H", "H", "C", "N", "C", "H", "N", "H", "H", "H", "C", "N"], "positions_angstrom": [[-8.7291, 15.6551, -18.4888], [-12.2502, 11.0430, -16.4367], [-11.5091, 12.1381, -18.7749], [-9.5609, 12.4557, -18.1111], [-10.7485, 11.9504, -16.1538], [-6.3466, 13.7105, -8.3364], [-6.4250, 14.7364, -10.1388], [-11.2752, 10.3504, -21.9562], [-5.0498, 12.6486, -12.0820], [-8.9861, 11.3150, -20.6560], [-5.0359, 17.6582, -18.6969], [-6.0550, 13.2214, -11.6264], [-7.2067, 12.4612, -9.3859], [-7.4477, 13.0908, -12.2039], [-6.2881, 13.0048, -9.1650], [-5.3338, 17.5977, -17.6502], [-11.3190, 10.9806, -22.8445], [-12.0730, 11.5429, -19.8700], [-12.3743, 12.4198, -15.3950], [-8.1703, 13.3800, -15.8901], [-10.1671, 12.1718, -18.9587], [-7.5243, 12.6482, -13.1971], [-8.0522, 14.3420, -19.3909], [-5.4824, 12.2756, -9.0798], [-4.4883, 17.1561, -17.1226], [-7.5588, 16.0025, -19.8324], [-8.1152, 12.5837, -11.5072], [-12.2246, 12.7492, -17.6160], [-5.8209, 15.0002, -18.3554], [-8.0674, 13.9874, -12.2191], [-11.8623, 13.7763, -17.6603], [-13.2984, 12.8933, -17.7350], [-7.8261, 15.3382, -19.0105], [-7.4924, 16.9372, -16.6023], [-12.2368, 9.8401, -21.9009], [-7.0022, 14.6543, -17.2732], [-11.8305, 12.0327, -16.2566], [-11.0917, 11.2002, -20.7566], [-6.5911, 16.6848, -17.3379], [-4.8993, 14.2013, -10.1965], [-5.8623, 13.9118, -10.2918], [-13.1295, 11.3624, -20.0026], [-5.5102, 18.6656, -17.5212], [-10.4528, 9.6377, -21.8937], [-9.8978, 11.6489, -20.1831], [-6.6998, 15.3176, -17.9723]], "forces_ev_per_angstrom": [[0.276, 0.260, 0.035], [0.238, -0.383, 0.428], [-2.363, -1.082, -1.671], [0.500, 0.293, -0.181], [-0.151, 0.320, 0.321], [-0.201, -0.773, 0.408], [-0.349, 0.578, -0.707], [0.011, 0.519, 0.525], [-3.470, 2.549, 2.023], [0.130, 0.433, 0.203], [-0.216, -0.960, -0.355], [2.657, -2.847, -2.891], [-0.031, 0.522, -0.039], [-0.636, 0.704, 0.868], [1.080, -0.146, 0.178], [-1.043, -1.038, -0.744], [0.502, -0.197, -0.010], [1.299, 0.175, 0.252], [0.391, 0.385, -0.167], [0.205, 0.225, -0.543], [0.412, -0.053, 0.128], [0.582, -0.071, 0.123], [0.563, -0.050, 0.169], [-0.143, 0.056, 0.445], [0.016, 0.426, 0.283], [-0.030, -0.001, 0.188], [0.383, -0.895, 0.195], [1.323, 0.927, 1.269], [0.297, -0.106, -0.367], [0.700, 0.822, -0.312], [0.148, 0.091, 0.402], [0.045, -0.872, -0.476], [0.062, -0.046, 0.192], [0.811, 0.196, -0.585], [0.179, -0.051, 0.273], [-0.705, -1.167, 1.675], [-1.055, -0.381, -2.177], [-1.339, 1.210, 2.369], [0.223, 1.596, 0.612], [0.634, -0.194, -0.018], [-1.229, -0.289, -0.381], [0.108, 0.039, 0.004], [-0.287, -0.314, 1.200], [-0.197, -0.001, -0.647], [-0.098, -1.387, -0.650], [-0.231, 0.979, -1.844]], "e_tot_ha": -1302.557226, "e_above_lowest_kcal_mol": 24.2, "charge": 2, "homo_ev": -13.2, "gap_ev": 8.14}